(1)
Density functional theory data (ωB97M-V with the def2-TZVPD basis set) for a structure of composition C13H32O9PtSSbSi3.

The expectation value of S² is 6.010. Its max |F| is 0.7 eV/Å. As for the total charge: +1. The calculation puts the LUMO energy (spin up / spin down) at -2.3908 / -5.4466 eV. The calculation puts the electronic energy at -76676.1431 eV. As for the spin multiplicity: 5. For the energy above the lowest of the compared OMol25 structures with the same formula, charge and spin, the calculation gives 61.7 kJ/mol.

Each line ends with the Löwdin spin population.
Atoms and positions in Å:
Pt  -0.86918  1.32486  -0.05885  1.456
O  -4.12191  3.34177  2.02543  0.001
C  -3.26493  3.00161  1.08099  0.002
O  -2.05690  3.05740  1.20194  0.014
C  -3.93803  2.53176  -0.17197  0.003
O  -2.94625  2.45068  -1.16862  0.040
C  -3.36923  1.67007  -2.28848  0.002
C  -2.98005  0.20393  -2.15996  0.017
O  -3.51093  -0.58794  -2.91239  0.021
O  -2.02611  -0.09390  -1.31729  0.228
H  -3.63128  3.64168  2.80722  0.000
H  -4.72873  3.22690  -0.45174  0.001
H  -4.39389  1.55694  0.03802  0.000
H  -2.87557  2.07317  -3.17161  0.000
H  -4.44447  1.73855  -2.43708  0.000
O  2.09707  0.33387  1.57759  0.038
S  0.90025  0.85349  2.42987  0.018
O  1.21757  0.74931  3.81253  0.008
O  -0.23109  -0.13665  2.03761  0.072
O  0.46969  2.13122  1.89806  0.053
C  3.35023  2.30696  -0.13374  0.022
Si  3.62437  1.22653  1.33764  0.013
C  4.75468  -0.19163  1.03135  0.003
C  3.99752  2.17997  2.86387  0.000
Sb  0.71549  -0.34603  -1.37570  1.542
Si  -0.01752  -1.54231  -3.71708  0.214
C  1.60700  -2.35503  -4.06178  0.034
C  -0.35683  -0.04309  -4.74192  0.058
C  -1.41883  -2.68076  -3.44327  0.035
Si  -0.52087  -1.79978  2.61013  0.013
C  -1.75679  -2.37902  1.36713  0.010
C  -1.18483  -1.64677  4.31241  0.001
C  1.10929  -2.65589  2.55838  0.006
H  4.07363  3.12701  -0.14697  0.001
H  2.35206  2.74575  -0.09849  0.004
H  3.45822  1.75256  -1.06915  0.015
H  5.76871  0.15604  0.80228  0.000
H  4.40773  -0.79783  0.19042  0.003
H  4.80986  -0.82890  1.91732  0.000
H  4.89299  2.78897  2.71232  0.000
H  4.16981  1.51292  3.71167  0.000
H  3.17229  2.84856  3.12511  0.000
H  2.40786  -1.61506  -4.12708  0.004
H  1.55848  -2.89510  -5.01667  0.005
H  1.85920  -3.07644  -3.28060  0.003
H  0.57296  0.37792  -5.12943  0.001
H  -0.87895  0.72546  -4.16610  0.008
H  -1.00143  -0.31792  -5.58479  0.009
H  -1.11993  -3.53434  -2.83125  0.000
H  -1.75575  -3.04777  -4.42041  0.007
H  -2.25706  -2.16567  -2.96592  0.001
H  -1.97531  -1.60193  0.62806  0.006
H  -2.69166  -2.65636  1.86331  0.001
H  -1.40076  -3.25785  0.82140  0.001
H  -2.09905  -1.04791  4.32895  0.000
H  -0.45512  -1.18142  4.97824  0.000
H  -1.42569  -2.64115  4.70200  0.000
H  1.40473  -2.91582  1.53955  0.005
H  1.06636  -3.57605  3.14764  0.000
H  1.88686  -2.01950  2.98989  0.000

***

(2)
Density functional theory data (ωB97M-V with the def2-TZVPD basis set) for a structure of composition C13H33AsO7Pb.

Its max |F| is 0.9 eV/Å. As for the total charge: +2. The calculation puts the LUMO energy (spin up / spin down) at -9.6666 / -7.6657 eV. The calculation puts the electronic energy at -94414.5725 eV. For the energy above the lowest of the compared OMol25 structures with the same formula, charge and spin, the calculation gives 98.4 kJ/mol.

Each line ends with the natural charge from an NBO analysis.
Atoms and positions in Å:
Pb  0.16432  -0.47752  -0.04762  1.974
C  1.29182  -3.77381  0.38027  -0.259
O  -0.00981  -3.16380  0.31478  -0.581
C  -0.78419  -3.74770  -0.73621  -0.098
C  -1.96852  -2.86305  -0.98855  -0.085
O  -1.47723  -1.58798  -1.44574  -0.627
C  -1.82365  -1.09797  -2.75501  -0.079
C  -0.51246  -0.89547  -3.47370  -0.092
O  0.27812  0.00845  -2.69187  -0.591
C  0.72081  1.17882  -3.38235  -0.240
H  1.18266  -4.83494  0.60741  0.204
H  1.81728  -3.64466  -0.56435  0.203
H  1.82730  -3.28092  1.18734  0.209
H  -0.17457  -3.82048  -1.64271  0.196
H  -1.10566  -4.75008  -0.43926  0.219
H  -2.60396  -3.30285  -1.75717  0.224
H  -2.55676  -2.69831  -0.08452  0.209
H  -2.45089  -1.82971  -3.26472  0.221
H  -2.37456  -0.16329  -2.63915  0.196
H  0.01093  -1.85416  -3.51902  0.206
H  -0.65289  -0.52758  -4.48969  0.219
H  0.95267  0.92811  -4.41534  0.205
H  -0.03195  1.97084  -3.35317  0.167
H  1.63259  1.50893  -2.88862  0.214
C  -0.72465  -2.09831  3.01921  -0.262
O  0.37620  -1.35360  2.46930  -0.573
C  0.98874  -0.57186  3.50219  -0.087
C  2.22149  0.09733  2.96312  -0.091
O  1.87451  0.80025  1.78041  -0.577
C  3.00946  1.47441  1.23495  -0.255
H  -0.36126  -2.74619  3.81795  0.207
H  -1.14650  -2.70765  2.22840  0.212
H  -1.47741  -1.41873  3.42538  0.185
H  1.28563  -1.24232  4.31409  0.213
H  0.26774  0.15048  3.89580  0.187
H  3.01323  -0.63043  2.75737  0.194
H  2.58610  0.79753  3.72269  0.206
H  3.35966  2.23862  1.93235  0.190
H  2.69720  1.92979  0.29707  0.204
H  3.81893  0.76788  1.04017  0.197
C  -2.46148  2.35863  0.54402  -0.988
As  -0.78776  3.04332  -0.08423  1.962
C  -1.05938  4.10982  -1.64902  -0.983
C  0.00221  4.18269  1.22826  -0.982
O  0.30093  1.74467  -0.26600  -1.182
H  -3.16452  3.17208  0.71799  0.280
H  -2.27909  1.83340  1.48070  0.258
H  -2.87933  1.68016  -0.19907  0.254
H  -1.68528  4.93980  -1.31829  0.274
H  -1.55533  3.57521  -2.45439  0.263
H  -0.09749  4.49186  -1.98624  0.274
H  -0.64317  5.03722  1.42715  0.271
H  0.95822  4.52889  0.83801  0.270
H  0.16464  3.61002  2.13895  0.266
O  2.04634  -1.07580  -0.72932  -0.599

***

(3)
Density functional theory data (ωB97M-V with the def2-TZVPD basis set) for a structure of composition C13H33Ca2N2O5 at a distorted geometry.

Its max |F| is 3.5 eV/Å. As for the total charge: +3. The calculation puts the LUMO energy at -11.6484 eV. The calculation puts the electronic energy at -64072.9604 eV.

Each line ends with the natural charge from an NBO analysis.
Atoms and positions in Å:
Ca  -1.41325  1.15448  -3.08713  1.621
Ca  1.72373  -1.53798  2.14922  1.627
C  2.03905  4.21110  0.04231  -0.308
O  1.94596  2.84779  -0.34732  -0.613
H  1.29810  4.61226  0.73381  0.201
H  3.02601  4.44782  0.43977  0.205
H  1.94192  4.83959  -0.84294  0.159
C  -2.09116  3.29089  -6.05656  -0.228
O  -3.16143  2.75959  -5.38271  -0.627
C  -4.51799  3.01051  -5.85597  -0.100
C  -5.22324  1.67295  -6.28435  -0.244
N  -5.63804  0.73168  -5.16580  -0.660
C  -6.41222  -0.42761  -5.73033  -0.241
C  -7.30313  -1.10858  -4.74843  -0.060
O  -7.58915  -2.42233  -5.17863  -0.550
C  -8.66207  -3.10783  -4.61454  -0.242
H  -2.14267  2.93053  -7.08398  0.205
H  -1.18125  3.04054  -5.51112  0.117
H  -2.17396  4.37763  -6.07204  0.203
H  -4.58566  3.87716  -6.51356  0.227
H  -5.14085  3.46299  -5.08435  0.194
H  -4.49878  1.30686  -7.01183  0.203
H  -6.12169  1.97636  -6.82179  0.207
H  -6.09326  1.23980  -4.42103  0.367
H  -5.67191  -1.19058  -5.97101  0.200
H  -6.96467  -0.16548  -6.63266  0.203
H  -8.21642  -0.52548  -4.63009  0.172
H  -6.90201  -1.21163  -3.74017  0.155
H  -8.35351  -4.08736  -4.24928  0.191
H  -9.43614  -3.23772  -5.37088  0.194
H  -9.07058  -2.47571  -3.82609  0.167
C  2.35103  -4.22630  5.35209  -0.262
O  3.43020  -3.27825  5.14409  -0.610
C  4.72938  -3.47226  5.72183  -0.076
C  5.90188  -2.56289  5.26341  -0.258
N  5.41979  -1.23907  4.76617  -0.640
C  5.14636  -0.37077  5.83552  -0.276
C  6.42445  0.19434  6.46499  -0.110
O  7.45930  0.53918  5.54231  -0.526
C  7.13874  1.68827  4.84290  -0.263
H  2.45137  -4.20180  6.43719  0.216
H  2.43113  -5.24370  4.96923  0.199
H  1.40042  -3.76477  5.08480  0.150
H  4.91145  -4.51108  5.44652  0.188
H  4.63994  -3.46283  6.80811  0.182
H  6.42583  -3.01884  4.42336  0.206
H  6.65697  -2.58126  6.04929  0.217
H  6.31808  -0.81704  4.57888  0.385
H  4.42764  -0.71950  6.57708  0.209
H  4.50456  0.40854  5.42459  0.176
H  6.86463  -0.49240  7.18799  0.204
H  6.14025  1.05805  7.06609  0.192
H  6.79877  2.52995  5.44631  0.188
H  6.48831  1.40128  4.01666  0.147
H  8.13006  1.85113  4.41998  0.218

***

(4)
Density functional theory data (ωB97M-V with the def2-TZVPD basis set) for a structure of composition C13H34Cl2N4O6V at a distorted geometry.

The expectation value of S² is 0.808. Its max |F| is 4.8 eV/Å. As for the total charge: 0. The calculation puts the LUMO energy (spin up / spin down) at 0.2754 / 0.4078 eV. The calculation puts the electronic energy at -83010.8121 eV. As for the spin multiplicity: 2.

Each line ends with the Löwdin spin population.
Atoms and positions in Å:
O  -1.03258  -0.51733  0.22510  -0.287
V  -1.12050  -1.72813  -0.83583  1.271
Cl  -1.10281  -0.20584  -2.95663  0.003
Cl  -0.93980  -3.62796  0.98469  -0.003
C  2.20537  -1.82724  -0.25528  0.001
O  1.14184  -1.75600  -0.86757  0.009
N  2.26053  -2.32100  0.98040  0.001
N  3.34169  -1.37775  -0.71888  0.000
H  1.41998  -2.66019  1.42597  0.000
H  3.12584  -2.15093  1.47274  0.000
H  4.06398  -1.25653  -0.02339  0.000
H  3.37805  -1.02529  -1.66468  0.000
C  4.93004  2.43013  4.04586  0.000
O  4.41125  2.75826  2.74932  0.000
C  4.55600  1.79561  1.68182  0.000
C  3.76984  2.31235  0.45243  0.000
N  2.34085  2.46326  0.70126  0.000
C  1.52486  2.32668  -0.52061  0.000
C  0.06572  2.71252  -0.37744  0.000
O  -0.01893  4.13616  -0.38799  0.000
C  -1.03536  4.53091  0.51864  0.000
H  4.79165  3.31877  4.66170  0.000
H  5.96730  2.10595  4.13001  0.000
H  4.22047  1.69792  4.43118  0.000
H  4.42652  0.72633  1.84907  0.000
H  5.58954  1.94747  1.37066  0.000
H  3.96768  1.59267  -0.34193  0.000
H  4.12830  3.26835  0.07078  0.000
H  2.22636  3.30150  1.25294  0.000
H  1.49010  1.29373  -0.86686  0.000
H  1.93413  2.85982  -1.37873  0.000
H  -0.31197  2.23246  0.52533  0.000
H  -0.49016  2.36901  -1.24984  0.000
H  -2.02164  4.07237  0.44714  0.000
H  -1.12592  5.61713  0.51253  0.000
H  -0.73242  4.24970  1.52723  0.000
C  0.01922  -4.16747  -2.59914  0.000
O  -1.06149  -3.28455  -2.27061  0.003
C  -2.35081  -3.92217  -2.44525  0.001
C  -3.41759  -2.85336  -2.27245  0.001
N  -3.33578  -2.27419  -0.93822  0.000
C  -4.40304  -1.27619  -0.96979  0.001
C  -4.43823  -0.47670  0.37037  0.000
O  -3.40128  0.52599  0.45052  -0.003
C  -3.57128  1.36411  1.63612  0.000
H  0.12594  -4.97905  -1.87938  0.000
H  0.97578  -3.64518  -2.58205  0.000
H  -0.03096  -4.66959  -3.56529  0.000
H  -2.59142  -4.81529  -1.86858  0.000
H  -2.28591  -4.09790  -3.51904  0.000
H  -4.38604  -3.28180  -2.53059  0.000
H  -3.36106  -2.09278  -3.05118  0.000
H  -3.70155  -2.99644  -0.33436  0.001
H  -5.30044  -1.87570  -1.12259  0.000
H  -4.27245  -0.53732  -1.76043  0.000
H  -4.37549  -1.15256  1.22324  0.000
H  -5.38094  0.05773  0.48770  0.000
H  -2.65331  1.87394  1.92853  0.000
H  -3.81080  0.78095  2.52530  0.000
H  -4.33688  2.13063  1.51605  0.000